This record from the Open Molecules 2025 dataset describes a molecular structure, C36H47BrF4HfN6PS at a distorted geometry. The level of theory is ωB97M-V/def2-TZVPD.

Each line ends with the Mulliken charge.
Geometry (Å):
Hf 0.84 0.26 3.27  1.692
N -0.54 -1.60 3.83  -0.499
C -1.17 -1.46 5.18  -0.773
C -0.73 -0.28 6.00  -0.832
N -0.54 0.96 5.22  -0.618
C -1.80 1.60 4.67  -0.736
C -2.25 1.19 3.28  -0.674
N -1.20 0.87 2.34  -0.567
H -1.30 -1.71 3.14  0.286
H -0.01 -2.46 3.79  0.417
H -1.08 -2.33 5.83  0.493
H -2.26 -1.35 5.00  0.325
H 0.21 -0.50 6.52  0.361
H -1.43 -0.09 6.74  0.619
H -0.13 1.67 5.78  0.273
H -1.60 2.68 4.67  0.517
H -2.65 1.50 5.36  0.332
H -2.94 2.06 2.93  0.368
H -2.92 0.30 3.33  0.286
H -1.08 1.68 1.67  0.344
H -1.48 0.09 1.75  0.318
F 0.12 -3.28 -9.02  -0.256
C -0.55 -2.92 -7.92  0.481
C -1.89 -2.63 -7.96  0.127
F -2.61 -2.62 -9.07  -0.266
C -2.57 -2.43 -6.74  0.710
F -3.91 -2.56 -6.75  -0.317
C -1.89 -2.23 -5.50  -0.216
P -2.46 -1.43 -3.94  -0.004
C -2.72 0.25 -4.45  0.695
C -1.76 1.16 -4.03  -0.822
C -1.96 2.52 -4.36  -0.354
C -3.09 2.94 -5.05  -0.534
C -4.01 1.98 -5.43  -0.581
C -3.75 0.65 -5.31  -0.214
C -4.16 -2.10 -3.81  0.219
C -4.31 -3.49 -3.92  -0.579
C -5.60 -4.02 -3.97  -0.514
C -6.70 -3.18 -3.85  -0.358
C -6.61 -1.88 -3.53  -0.710
C -5.32 -1.37 -3.51  -0.168
C -0.58 -2.74 -5.50  -0.341
Br 0.17 -3.15 -3.80  -0.176
C 0.11 -2.87 -6.66  0.408
F 1.49 -3.00 -6.58  -0.280
H -0.95 0.88 -3.40  0.554
H -1.25 3.24 -3.94  0.318
H -3.23 4.04 -5.25  0.340
H -4.94 2.34 -5.93  0.360
H -4.52 -0.11 -5.60  0.516
H -3.50 -4.14 -4.03  0.473
H -5.70 -5.14 -4.14  0.316
H -7.70 -3.59 -4.05  0.350
H -7.52 -1.32 -3.31  0.408
H -5.14 -0.32 -3.29  0.435
C 3.56 1.28 3.60  -0.617
N 2.67 0.85 4.69  -0.352
C 2.62 1.82 5.84  -1.179
C 3.13 -0.49 5.09  -0.993
C 3.10 -1.37 3.87  0.400
C 4.10 -2.39 3.87  -0.971
C 3.97 -3.41 2.96  -0.893
C 3.18 -3.30 1.84  -0.592
C 2.30 -2.19 1.75  -0.651
C 2.24 -1.24 2.78  1.497
H 3.14 1.14 2.61  0.066
H 4.55 0.74 3.58  0.229
H 3.61 2.39 3.59  0.468
H 3.59 1.79 6.40  0.308
H 1.88 1.45 6.58  0.431
H 2.37 2.84 5.47  0.381
H 2.53 -0.88 5.91  0.409
H 4.16 -0.41 5.47  0.727
H 4.88 -2.25 4.53  0.606
H 4.62 -4.27 2.96  0.442
H 3.20 -4.00 0.96  0.435
H 1.70 -2.01 0.84  0.497
C 1.35 4.20 0.37  -0.953
N 2.56 3.44 0.61  0.416
C 3.76 4.05 1.23  -1.048
C 2.59 2.15 0.29  0.280
S 1.24 1.00 0.74  -0.651
N 3.62 1.72 -0.53  0.141
C 3.85 0.26 -0.80  -0.886
C 4.41 2.62 -1.37  -1.206
H 1.56 5.04 -0.33  0.339
H 0.85 4.64 1.26  0.255
H 0.60 3.54 -0.17  0.351
H 3.48 4.67 2.06  0.370
H 4.27 4.67 0.52  0.352
H 4.47 3.25 1.57  0.370
H 4.14 -0.32 0.11  0.255
H 4.56 0.15 -1.60  0.429
H 2.89 -0.24 -1.04  0.356
H 3.89 3.53 -1.34  0.454
H 4.46 2.29 -2.45  0.434
H 5.46 2.69 -1.01  0.342

Charge: +3
Highest occupied orbital energy in Ha: -0.4711
DFT total energy in eV: -149350.56223
Energy relative to the best compared isomer or geometry (same formula, charge and spin) in kJ/mol: 254.6